i.
18
Properties=species:S:1:pos:R:3 method="wB97M-V/def2-TZVPD" e_lumo_ev=0.614
C -0.1532 -0.5543 -1.0301
C 0.1872 -0.2070 0.3891
C 1.3914 0.1246 0.8418
N 1.7337 0.3534 2.2103
C 0.8890 0.9660 2.9106
H 0.2099 -1.5377 -1.3459
H 0.1903 0.1907 -1.7479
H -1.2153 -0.7583 -1.1836
H -0.6647 -0.1426 1.0612
H 2.1823 0.0931 0.0999
H -0.0961 1.3687 2.6468
H 1.0457 1.0619 3.9884
H 3.1771 2.8230 -2.5897
H 2.3045 1.7547 -1.8505
O 2.5754 2.6803 -1.8565
H -4.0510 -2.2797 -1.1637
H -4.9567 -3.4270 -0.8197
O -4.7495 -2.5098 -0.5605


ii.
18
Properties=species:S:1:pos:R:3 method="wB97M-V/def2-TZVPD" e_lumo_ev=0.866
C -0.2458 1.0268 1.3056
C -1.0651 -0.0402 0.6040
C -1.7814 0.4743 -0.6330
N -0.1680 -1.1493 0.2023
H 0.2161 0.6352 2.2112
H 0.5346 1.4129 0.6490
H -0.8801 1.8570 1.5679
H -1.8212 -0.4214 1.2958
H -1.0770 0.8850 -1.3501
H -2.4651 1.2690 -0.3586
H -2.3573 -0.3211 -1.0929
H 0.4836 -1.4104 0.9399
H -0.6990 -1.9481 -0.1222
H 0.7798 -0.6242 -0.8661
O 2.9164 -0.8878 0.0235
C 2.6752 -0.4062 -1.0574
O 1.4746 -0.1935 -1.5470
H 3.4795 -0.1581 -1.7721


iii.
18
Properties=species:S:1:pos:R:3 method="wB97M-V/def2-TZVPD" e_lumo_ev=0.838
C -1.0525 2.1319 -1.6860
C 0.0042 1.0710 -1.3855
N -0.5519 -0.2607 -1.6877
C 0.4482 -1.2835 -1.8421
C 0.9992 -1.7392 -0.4760
O 0.3511 -1.7934 0.5190
H -1.8527 1.9818 -0.9527
H -1.5494 2.0135 -2.6495
H -0.6975 3.1514 -1.5415
H 0.1947 1.1178 -0.3189
H 0.8544 1.2392 -2.0349
H -1.1634 -0.1651 -2.4874
H -0.0269 -2.1348 -2.3302
H 1.3304 -0.9701 -2.4162
H 2.1037 -1.8565 -0.5304
H 0.0957 1.3966 4.6639
H 0.4196 0.6087 5.9883
O -0.1797 1.2361 5.5684


ii takes first place; second place is 38.8 kcal/mol up.


i.
9
Properties=species:S:1:pos:R:3 method="wB97M-V/def2-TZVPD" s2=2.0107 spin_multiplicity=3 e_lumo_ev="0.467 / -2.959"
C 0.2794 -0.4167 -0.5478
C 1.0563 0.5714 0.2345
N -1.5694 -0.3426 -0.0742
O 0.6398 -1.1246 -1.4317
O -1.7776 0.4735 0.7786
O -2.2296 -1.2473 -0.5265
H 0.4186 1.4715 0.5429
H 2.0085 0.7171 -0.2237
H 1.1740 -0.1022 1.2479


ii.
9
Properties=species:S:1:pos:R:3 method="wB97M-V/def2-TZVPD" s2=2.0098 spin_multiplicity=3 e_lumo_ev="0.727 / -3.644"
C -1.8859 0.0607 0.4594
C -1.1676 -0.5362 1.2092
N 1.4023 0.0137 -0.2462
O 1.4140 0.8360 -1.4427
O 2.1260 0.3633 0.5965
O 0.6659 -0.9435 -0.2290
H -2.2592 0.6748 -0.3655
H 0.5942 0.7586 -1.9059
H -0.8897 -1.2274 1.9242


i takes first place; second place is 93.6 kcal/mol up.


i.
16
Properties=species:S:1:pos:R:3 method="wB97M-V/def2-TZVPD" e_lumo_ev=0.560
C -0.2512 -0.2829 1.8472
C -1.1851 1.4554 -0.7872
C -0.2107 -1.6399 -0.8923
N 2.0806 1.0823 -0.1855
Si -0.2088 0.0312 -0.0019
Br 3.4575 -0.0822 0.4184
H 0.6846 -0.3550 2.1940
H -0.8657 0.3469 2.3095
H -0.7277 -1.1977 1.8630
H -0.7869 2.3612 -0.4093
H -1.4629 1.4249 -1.7509
H -2.2387 1.5586 -0.2982
H 0.6535 -1.7195 -1.4833
H -0.1220 -2.4328 -0.1408
H -1.0362 -1.7605 -1.5465
H 2.2197 1.2099 -1.1363


ii.
16
Properties=species:S:1:pos:R:3 method="wB97M-V/def2-TZVPD" e_lumo_ev="-0.865 / -1.069"
C 1.1929 0.8913 -0.9108
C 0.7571 -1.0842 1.3936
C -1.2990 -0.9853 -1.1700
N -0.9985 1.1363 1.0414
Si -0.1358 -0.0461 0.0654
Br -0.1530 2.4641 1.9189
H 0.7146 1.5708 -1.7155
H 1.8713 1.4526 -0.2818
H 1.9758 0.2798 -1.5213
H 0.1906 -1.7512 2.0209
H 1.3455 -1.9274 1.0634
H 1.2698 -0.4489 2.1940
H -2.0273 -1.6197 -0.5175
H -1.8165 -0.3826 -1.8320
H -0.7043 -1.5759 -1.7496
H -2.1833 2.0265 0.0008


i takes first place; second place is 31.3 kcal/mol up.


i.
27
Properties=species:S:1:pos:R:3 method="wB97M-V/def2-TZVPD" e_lumo_ev=0.945
C 1.2236 -1.1894 -3.7767
C 0.6829 -1.6054 -0.0864
C 0.2251 -1.1712 -1.3424
C 1.2743 -1.4285 -2.2957
C 2.2851 -2.0088 -1.5994
C -1.2887 -0.8034 0.9605
C -0.0418 -1.3791 1.0764
C -1.7689 -0.3853 -0.2937
C -1.0573 -0.6120 -1.4492
N 1.9478 -2.1050 -0.2670
H -1.9560 -0.7073 1.8030
H 0.3443 -1.6159 2.0618
H -2.7362 0.0966 -0.3467
H -1.4285 -0.3681 -2.4346
H 2.5302 -2.4837 0.4557
H 3.2642 -2.3448 -1.9096
H 1.7978 -1.9500 -4.2999
H 1.6066 -0.1979 -4.0378
H 0.1934 -1.1805 -4.1309
C -0.8143 2.1697 2.6342
C -0.9643 3.6806 2.8129
H -0.3379 1.7874 3.5362
H -1.7957 1.7048 2.5511
H -0.1644 1.9317 1.7930
H -1.4471 3.8649 3.7723
H -1.5815 4.1319 2.0308
H 0.0074 4.1685 2.7820


ii.
27
Properties=species:S:1:pos:R:3 method="wB97M-V/def2-TZVPD" e_lumo_ev=0.731
C -1.5663 -1.4676 2.3415
C -0.6708 -0.7504 0.2491
C -0.5243 -1.9011 -0.8191
C -0.3101 -1.2410 -2.2954
C 0.5173 0.2869 -2.1620
C 0.7923 0.9627 -0.9013
C 1.4707 2.1856 -0.9951
C 1.9501 2.7058 0.2954
C 1.3230 2.1650 1.4899
C 0.2092 1.2098 1.3542
C 0.0867 0.5805 0.0292
H -2.2026 -0.4881 2.8777
H -2.3522 -1.7848 1.7079
H -1.6996 -2.1855 3.2806
H 0.5578 -1.2721 1.7783
H -1.8806 -0.7187 0.1672
H -1.3473 -2.5374 -0.9292
H 0.4609 -2.2295 -0.6402
H -1.3921 -1.0479 -2.6709
H 0.2540 -1.7033 -3.0755
H 1.3948 0.0407 -2.6801
H 0.1047 0.9706 -2.8988
H 1.9563 2.5544 -1.8586
H 2.4132 3.6210 0.2951
H 1.3498 2.6192 2.3933
H -0.4425 0.8519 2.2797
N -0.4526 -1.4264 1.3869


i takes first place; second place is 144.7 kcal/mol up.